An isolated molecule of C21H28N4, computed with ωB97M-V/def2-TZVPD.

The calculated total energy comes out at -1036.038951 a.u. As for the relative energy (zero: lowest compared OMol25 entry of this formula, charge and spin): 69.5 kJ/mol. The value obtained for the HOMO energy is -7.6 eV. As for the SMILES: CC(C)C[C@@H]1c2[nH]c3ccccc3c2CCN1CCCn1cccn1. The LUMO energy is 0.02551 hartree.

Geometry as XYZ:
```
53
C21H28N4 ωB97M-V/def2-TZVPD
C 0.228 5.263 -0.693
H 0.923 6.068 -0.466
H -0.760 5.557 -0.346
H 0.190 5.140 -1.774
C 0.668 3.969 -0.008
C 0.817 4.203 1.492
H -0.119 4.568 1.909
H 1.589 4.944 1.686
H 1.082 3.278 1.992
C -0.337 2.849 -0.304
H -1.192 2.939 0.366
H -0.707 2.965 -1.325
C 0.251 1.422 -0.186
C -0.752 0.429 -0.688
C -1.397 -0.501 0.075
C -2.255 -1.236 -0.796
C -3.138 -2.299 -0.616
C -3.827 -2.774 -1.710
C -3.655 -2.213 -2.978
C -2.785 -1.163 -3.186
C -2.087 -0.680 -2.089
N -1.166 0.327 -1.996
H -0.849 0.903 -2.756
H -2.650 -0.732 -4.168
H -4.214 -2.613 -3.811
H -4.516 -3.598 -1.594
H -3.270 -2.739 0.361
C -1.138 -0.653 1.535
H -2.076 -0.774 2.081
H -0.541 -1.553 1.705
C -0.422 0.619 2.029
N 0.642 1.112 1.178
C 1.977 0.640 1.434
C 2.229 -0.878 1.414
H 3.266 -1.057 1.707
H 1.588 -1.360 2.153
C 1.961 -1.528 0.055
N 1.921 -2.959 0.184
C 2.826 -3.865 -0.231
C 2.365 -5.101 0.160
C 1.160 -4.830 0.819
N 0.910 -3.535 0.826
H 0.477 -5.516 1.278
H 2.824 -6.055 -0.005
H 3.709 -3.577 -0.766
H 0.988 -1.201 -0.322
H 2.737 -1.263 -0.667
H 2.264 0.994 2.434
H 2.645 1.124 0.716
H -0.006 0.460 3.026
H -1.169 1.417 2.102
H 1.148 1.386 -0.818
H 1.643 3.679 -0.415
```

Atom charges from the Mulliken analysis, given in e for atoms 1 to 6:
1 C -1.73
2 H 0.45
3 H 0.34
4 H 0.41
5 C 0.83
6 C -1.40